a | Entry from the Open Molecules 2025 dataset: one molecule with the formula C3H5N3 (wB97M-V/def2-TZVPD).

XYZ file:
```
11
Properties=species:S:1:pos:R:3
H -0.8839 0.7325 -3.0559
N -0.8782 0.5488 -2.0471
N -0.0602 -0.3529 -1.7965
C -0.1820 -0.6404 -0.3544
C -0.8401 0.4522 0.4272
C 0.3639 0.1145 0.7863
N 1.4262 0.0707 1.6550
H -0.2477 -1.7264 -0.2035
H -1.5375 1.2560 0.2516
H 1.7076 -0.8997 1.7673
H 1.1463 0.4359 2.5596
```

The lowest unoccupied orbital energy comes out at 0.03040 hartree. Its SMILES is [H]/N=N/[C@@H]1C=C1N. The highest occupied orbital energy comes out at -0.3059 Ha.

b | Entry from the Open Molecules 2025 dataset: one molecule with the formula C3H5N3 (wB97M-V/def2-TZVPD).

XYZ file:
```
11
Properties=species:S:1:pos:R:3
H 1.7107 -1.8738 0.4402
N 1.4487 -1.4007 -0.4241
C 0.5346 -0.5522 -0.1907
C -0.2021 -0.1346 1.0785
N -1.0808 0.9757 0.7130
C -0.9257 1.1291 -0.5440
N -0.0359 0.2645 -1.1611
H -0.7972 -0.9690 1.4662
H 0.4982 0.1659 1.8655
H -1.4485 1.8788 -1.1316
H 0.2912 0.3168 -2.1130
```

The lowest unoccupied orbital energy comes out at 0.03459 hartree. Its SMILES is [H]/N=C1\CN=CN1. The highest occupied orbital energy comes out at -0.3334 Ha.

The data favor b; the next most stable structure lies 402.0 kJ/mol above it.

a | Entry from the Open Molecules 2025 dataset: one molecule with the formula C3H5N3 (wB97M-V/def2-TZVPD).

XYZ file:
```
11
Properties=species:S:1:pos:R:3
N 1.9449 0.2453 -0.0121
C 0.5977 0.0609 -0.4103
C -0.3279 1.2484 -0.3333
N -1.4397 0.6239 0.0723
C -1.2614 -0.7641 0.3160
N -0.0791 -1.1549 0.0796
H 2.4270 -0.6371 0.0557
H 1.9815 0.6599 0.8915
H 0.5610 0.0055 -1.5172
H -2.3240 1.0963 0.1894
H -2.0800 -1.3841 0.6685
```

The lowest unoccupied orbital energy comes out at 0.02382 hartree. The highest occupied orbital energy comes out at -0.3325 Ha.

b | Entry from the Open Molecules 2025 dataset: a 2-piece molecular cluster, C3H5N3 overall (wB97M-V/def2-TZVPD).

XYZ file:
```
11
Properties=species:S:1:pos:R:3
C 1.2871 0.9748 -0.6052
N 0.5421 -0.1933 -1.0331
C 0.1248 -1.1334 -0.3974
N -0.4783 -2.0449 0.1845
H 1.8492 1.3661 -1.4551
H 0.5821 1.7392 -0.2637
H 1.9817 0.7444 0.2091
H 0.0006 -2.9334 0.2739
C -1.9824 0.5076 1.0844
N -1.8309 1.6499 1.1541
H -2.0670 -0.5636 1.0056
```

The lowest unoccupied orbital energy comes out at 0.02995 hartree. Its SMILES is CN=C=N.C#N. The highest occupied orbital energy comes out at -0.3758 Ha.

The data favor b; the next most stable structure lies 75.9 kJ/mol above it.

a | Entry from the Open Molecules 2025 dataset: a 2-piece molecular cluster, C4H6F2N2 overall (wB97M-V/def2-TZVPD).

XYZ file:
```
14
Properties=species:S:1:pos:R:3
C -1.3655 -0.2331 0.1050
C -0.0966 -0.0824 -0.7180
C 1.1593 -0.4435 0.0838
C 1.0739 0.8422 -0.3847
H -2.2508 0.7640 -1.3737
H -3.8298 -0.6211 -0.5098
H -2.2088 -0.6569 1.7898
H -0.1187 -0.3740 -1.6761
H 1.0729 -0.6431 1.1972
H 1.7616 0.9631 -1.2713
N -2.5728 -0.0836 -0.6971
N -1.2391 -0.5765 1.3025
F 2.2464 -1.3922 -0.1403
F 0.8236 1.9132 0.4835
```

The lowest unoccupied orbital energy comes out at -0.00068 hartree. The highest occupied orbital energy comes out at -0.3498 Ha.

b | Entry from the Open Molecules 2025 dataset: one molecule with the formula C4H6F2N2 (wB97M-V/def2-TZVPD).

XYZ file:
```
14
Properties=species:S:1:pos:R:3
C -1.6819 0.0987 0.9868
N -0.8750 0.0718 -0.3282
C -0.0093 1.1052 -0.5782
C 1.2555 0.6760 -0.5513
F 2.3939 1.4314 -0.7370
C 1.2814 -0.8043 -0.3069
F 1.7834 -1.0848 1.0169
N -0.0643 -1.1364 -0.3932
H -2.6197 -0.2291 0.7568
H -1.1275 -0.5943 1.6978
H -1.6803 1.1109 1.3251
H -0.4037 2.1709 -0.6116
H 1.8935 -1.3739 -0.8981
H -0.1458 -1.4420 -1.3789
```

The lowest unoccupied orbital energy comes out at 0.03416 hartree. Its SMILES is CN1C=C(F)[C@@H](F)N1. The highest occupied orbital energy comes out at -0.3220 Ha.

The data favor b; the next most stable structure lies 231.6 kJ/mol above it.

a | Entry from the Open Molecules 2025 dataset: one molecule with the formula C3H12N4 (wB97M-V/def2-TZVPD).

XYZ file:
```
19
Properties=species:S:1:pos:R:3
C -2.4787 0.5971 0.0644
N -1.4735 -0.4480 -0.1107
N -0.1001 0.0816 0.0720
C 0.2610 0.6247 1.3997
C 0.9287 -0.4379 -0.8032
N 2.0604 0.5156 -0.7962
N 1.3711 -1.7153 -0.3932
H -2.3196 1.4187 -0.6419
H -3.4752 0.1832 -0.1228
H -2.4700 0.9990 1.0811
H -1.5660 -0.8477 -1.0480
H 0.2692 1.7154 1.3374
H -0.4699 0.2962 2.1442
H 1.2464 0.2645 1.7099
H 0.5582 -0.4897 -1.8301
H 1.9146 1.5031 -0.9751
H 2.9890 0.2405 -0.4917
H 1.7548 -2.3810 -1.0554
H 0.9995 -2.1201 0.4598
```

The lowest unoccupied orbital energy comes out at 0.03976 hartree. Its SMILES is CNN(C)C(N)N. The highest occupied orbital energy comes out at -0.2651 Ha.

b | Entry from the Open Molecules 2025 dataset: a 2-piece molecular cluster, C3H12N4 overall (wB97M-V/def2-TZVPD).

XYZ file:
```
19
Properties=species:S:1:pos:R:3
C 0.1904 1.5476 0.3766
N 0.8026 -0.6229 -1.3533
C 0.7680 0.1729 0.5600
N 0.3998 0.0686 -2.5388
N 1.9072 0.0218 1.1420
H 1.7946 -0.8344 -1.4433
H -0.6030 -0.0253 -2.6580
H 0.6110 1.0639 -2.4677
H 2.1572 -0.9528 1.2999
H -0.5778 1.5767 -0.3970
H 1.0027 2.2135 0.0886
H -0.2367 1.9152 1.3126
C -1.7093 -0.6327 1.0347
N -0.3122 -0.9719 0.7332
H 0.0531 -1.6301 1.4158
H -0.0419 -1.2606 -0.4269
H -2.2933 -1.5470 1.1511
H -2.1284 -0.0511 0.2157
H -1.7840 -0.0513 1.9549
```

The lowest unoccupied orbital energy comes out at 0.02517 hartree. The highest occupied orbital energy comes out at -0.2570 Ha.

The data favor a; the next most stable structure lies 162.8 kJ/mol above it.

a | Entry from the Open Molecules 2025 dataset: a 2-piece molecular cluster, C3H10OS2 overall (wB97M-V/def2-TZVPD).

XYZ file:
```
16
Properties=species:S:1:pos:R:3
C 0.0000 0.0000 0.0000
C -1.5249 -0.0764 0.2739
C -1.9507 -1.0660 1.3772
S -3.7543 -1.0580 1.4163
S -4.2939 0.8739 1.8510
H 0.5130 0.0203 0.9763
H 0.3354 0.8683 -0.5918
H 0.2914 -0.9216 -0.5314
H -1.8518 0.9407 0.5640
H -2.0725 -0.3562 -0.6466
H -1.6650 -2.1206 1.1995
H -1.5931 -0.7860 2.3867
H -4.2493 1.4071 0.6116
O -6.8952 -3.5778 0.3282
H -5.9907 -3.9403 0.4655
H -7.4153 -4.3355 -0.0236
```

The lowest unoccupied orbital energy comes out at 0.01853 hartree. Its SMILES is CCCSS.O. The highest occupied orbital energy comes out at -0.3309 Ha.

b | Entry from the Open Molecules 2025 dataset: C3H10OS2 as an isolated structure (wB97M-V/def2-TZVPD).

XYZ file:
```
16
Properties=species:S:1:pos:R:3
C -1.1226 1.7045 0.2406
C -1.0647 0.5433 -0.7447
S -2.1708 -0.7496 -0.3672
S 1.3380 0.7918 -0.1481
C 2.7773 -0.2628 -0.0818
H -0.9460 1.3547 1.2232
H -2.1005 2.1354 0.2133
H -0.3427 2.4529 0.0200
H -1.2560 0.9098 -1.7363
H 0.0158 0.1050 -0.7470
H 3.5998 0.2352 -0.5358
H 2.9929 -0.4796 0.9684
H 2.5882 -1.1964 -0.5975
H 0.4863 -1.0699 0.3566
H -0.5192 -2.0052 0.3846
O 0.4015 -2.0201 0.4875
```

The lowest unoccupied orbital energy comes out at -0.10202 hartree. The highest occupied orbital energy comes out at -0.3290 Ha.

The data favor a; the next most stable structure lies 400.5 kJ/mol above it.

a | Entry from the Open Molecules 2025 dataset: a 2-piece molecular cluster, C3H10OS2 overall (wB97M-V/def2-TZVPD).

XYZ file:
```
16
Properties=species:S:1:pos:R:3
C 0.2893 2.1014 0.0378
C 0.0084 1.4416 1.3642
S 0.7196 -0.2781 1.5483
S 1.9726 -0.6283 0.0415
C 0.9614 -1.4202 -1.2659
H -0.3693 1.7458 -0.7411
H 1.3232 1.9571 -0.2987
H 0.2126 3.1901 0.0869
H 0.3632 1.9931 2.2082
H -1.0498 1.2338 1.4621
H 0.5570 -2.3134 -0.8071
H 0.1870 -0.7443 -1.5857
H 1.6592 -1.6761 -2.0536
O -1.9313 -2.4010 0.0358
H -2.6119 -2.4869 -0.6409
H -2.2911 -1.7146 0.6081
```

The lowest unoccupied orbital energy comes out at 0.02189 hartree. Its SMILES is CCSSC.O. The highest occupied orbital energy comes out at -0.3190 Ha.

b | Entry from the Open Molecules 2025 dataset: a 2-piece molecular cluster, C3H10OS2 overall (wB97M-V/def2-TZVPD).

XYZ file:
```
16
Properties=species:S:1:pos:R:3
C 1.9602 0.2404 -1.1152
C 0.9514 1.2936 -0.6164
S -0.7922 0.5687 -0.6781
S -0.1198 -0.7473 1.1944
C -0.1953 0.6179 2.2989
H 2.8638 0.7631 -1.4494
H 2.2802 -0.2143 -0.1802
H 1.6188 -0.4585 -1.8676
H 0.8296 2.1643 -1.2576
H 1.2569 1.5297 0.3939
H -1.1605 0.7302 2.8019
H 0.2289 1.6198 2.2422
H 0.3535 0.2722 3.2042
O -3.1714 -2.8185 -2.0112
H -3.8912 -3.3582 -1.6689
H -3.0129 -2.2030 -1.2910
```

The lowest unoccupied orbital energy comes out at -0.01813 hartree. Its SMILES is CCSSC.O. The highest occupied orbital energy comes out at -0.3276 Ha.

c | Entry from the Open Molecules 2025 dataset: a 2-piece molecular cluster, C3H10OS2 overall (wB97M-V/def2-TZVPD).

XYZ file:
```
16
Properties=species:S:1:pos:R:3
C 1.3481 -1.6699 -0.8087
C 1.9187 -0.6517 0.1330
S 1.3267 0.8599 -0.3126
S -1.0080 0.3907 0.6758
C -0.8441 0.5396 2.4524
H 2.0687 -2.5643 -0.8611
H 0.2945 -1.8884 -0.5274
H 1.2911 -1.2097 -1.8210
H 2.9996 -0.4377 -0.1649
H 2.0112 -0.8821 1.3123
H -0.4058 1.5289 2.6361
H -0.1856 -0.0614 3.0414
H -1.8270 0.2999 2.9865
O -2.6715 -0.4930 -2.3904
H -2.3830 0.4659 -2.3732
H -2.1280 -0.6246 -1.5757
```

The lowest unoccupied orbital energy comes out at -0.04961 hartree. Its SMILES is CCSSC.O. The highest occupied orbital energy comes out at -0.3348 Ha.

d | Entry from the Open Molecules 2025 dataset: a 2-piece molecular cluster, C3H10OS2 overall (wB97M-V/def2-TZVPD).

XYZ file:
```
16
Properties=species:S:1:pos:R:3
C 0.1853 1.9269 -1.8205
C 0.2295 0.8982 -0.6695
C 0.6066 -0.5195 -1.1086
S 1.3665 -1.4570 0.3443
S -0.3008 -2.5986 0.6788
H 1.1506 2.3713 -2.0667
H -0.4354 2.6895 -1.3496
H -0.2615 1.5098 -2.7146
H 0.8183 1.2092 0.1889
H -0.7817 0.9496 -0.2163
H -0.3047 -1.0039 -1.4577
H 1.3792 -0.5747 -1.8698
H 0.2478 -3.0119 1.8330
O -1.6342 -0.5974 3.5276
H -0.9207 -0.9581 4.0506
H -1.3448 -0.8334 2.6503
```

The lowest unoccupied orbital energy comes out at 0.01460 hartree. Its SMILES is CCCSS.O. The highest occupied orbital energy comes out at -0.3041 Ha.

The data favor a; the next most stable structure lies 46.1 kJ/mol above it.